# 1
This record from the OMol25 dataset describes C10H30KO10 as an isolated structure in a non-equilibrium geometry. The level of theory is wB97M-V/def2-TZVPD.

ORCA input file:
```
! wB97M-V def2-TZVPD RIJCOSX def2/J DEFGRID3
* xyz 2 2
K 1.346 0.128 -0.997
C 1.228 2.662 2.650
C 0.410 1.944 3.708
O -0.886 1.693 3.165
O 1.582 1.880 1.522
H 2.184 2.895 3.119
H 0.790 3.584 2.268
H 0.168 2.421 4.657
H 0.879 0.995 3.970
H -0.656 1.216 2.364
H 1.689 2.481 0.781
C -1.854 -0.875 1.276
C -3.360 -0.599 1.189
O -3.790 -0.652 -0.124
O -1.069 0.132 0.627
H -1.696 -1.897 0.932
H -1.483 -0.879 2.301
H -3.639 0.353 1.641
H -3.862 -1.414 1.711
H -3.225 -0.108 -0.678
H -1.334 0.335 -0.273
C -0.792 -3.368 -1.521
C -2.233 -3.372 -2.056
O -2.320 -3.049 -3.409
O -0.297 -2.046 -1.477
H -0.190 -3.909 -2.250
H -0.748 -3.940 -0.594
H -2.861 -2.745 -1.423
H -2.685 -4.355 -1.920
H -1.852 -2.219 -3.525
H -0.648 -1.552 -2.222
C -1.693 3.502 -0.019
C -0.314 3.891 -0.665
O 0.490 2.886 -1.274
O -2.603 3.139 -1.112
H -2.140 4.184 0.704
H -1.537 2.553 0.493
H 0.251 4.457 0.076
H -0.564 4.605 -1.449
H 0.038 2.406 -1.972
H -2.403 2.297 -1.529
C 4.747 -1.576 -0.688
C 3.908 -2.433 -1.641
O 3.402 -3.627 -1.130
O 3.897 -0.830 0.190
H 5.418 -0.918 -1.240
H 5.407 -2.111 -0.006
H 4.543 -2.719 -2.479
H 3.119 -1.741 -1.936
H 2.733 -3.337 -0.505
H 4.507 -0.370 0.771
*
```

## Properties
HOMO-LUMO gap (alpha / beta)	8.752 / 2.813	eV
M	349.4	g/mol
total energy	-47635.450	eV
E_HOMO (alpha / beta)	-15.434 / -15.433	eV
energy relative to the best compared isomer or geometry (same formula, charge and spin)	57.06	kcal per mole



# 2
This record from the OMol25 dataset describes a 11-piece molecular cluster, C28H66O11S5 overall in a non-equilibrium geometry. The level of theory is wB97M-V/def2-TZVPD.

ORCA input file:
```
! wB97M-V def2-TZVPD RIJCOSX def2/J DEFGRID3
* xyz 0 1
C 2.439 -3.291 -1.363
S 1.696 -2.516 -2.822
O 0.345 -3.134 -3.115
C 2.768 -3.178 -4.087
H 3.452 -2.931 -1.244
H 2.394 -4.398 -1.599
H 1.789 -3.069 -0.470
H 2.346 -4.075 -4.520
H 3.688 -3.466 -3.645
H 2.933 -2.388 -4.816
C 3.876 0.715 -2.630
S 4.270 0.067 -1.056
O 5.166 -1.116 -1.143
C 5.428 1.232 -0.553
H 3.265 1.584 -2.478
H 3.185 0.054 -3.120
H 4.629 0.940 -3.393
H 5.103 2.242 -0.439
H 6.257 1.293 -1.319
H 5.852 0.845 0.363
C -1.428 -5.180 -1.090
S -0.562 -6.482 -2.001
O -1.073 -7.722 -1.335
C -1.211 -6.226 -3.683
H -1.034 -4.268 -1.477
H -0.993 -5.397 -0.056
H -2.505 -5.283 -1.091
H -1.174 -5.191 -3.848
H -2.232 -6.576 -3.653
H -0.613 -6.929 -4.302
C 3.227 5.166 1.241
S 2.260 3.765 0.680
O 1.006 3.949 1.530
C 1.839 4.317 -0.915
H 4.178 5.158 0.715
H 3.394 4.890 2.281
H 2.597 6.105 1.292
H 1.000 3.752 -1.313
H 2.678 4.098 -1.605
H 1.686 5.420 -0.841
C -2.699 -1.430 4.405
S -1.388 -0.584 5.175
O -0.266 -0.487 4.157
C -2.125 1.073 5.091
H -3.568 -1.174 5.064
H -2.487 -2.532 4.563
H -2.859 -1.145 3.383
H -3.106 1.246 5.529
H -2.183 1.384 4.004
H -1.500 1.753 5.616
C -6.404 1.121 -2.792
C -6.145 1.386 -1.336
O -6.163 2.565 -0.995
C -5.770 0.308 -0.402
H -6.208 0.120 -3.119
H -5.703 1.722 -3.345
H -7.385 1.498 -2.983
H -4.860 -0.215 -0.732
H -6.441 -0.558 -0.442
H -5.566 0.631 0.603
C 3.259 0.497 2.804
C 3.593 1.505 3.811
O 3.933 2.620 3.479
C 3.491 1.049 5.284
H 2.219 0.054 2.965
H 4.022 -0.291 2.944
H 3.333 0.954 1.856
H 4.064 1.697 5.921
H 3.956 0.010 5.345
H 2.485 0.933 5.605
C -1.525 2.315 -4.261
C -0.047 2.176 -4.639
O 0.653 3.079 -5.000
C 0.502 0.758 -4.481
H -2.135 1.514 -4.734
H -1.953 3.314 -4.454
H -1.678 2.083 -3.202
H 1.376 0.729 -5.095
H -0.217 -0.020 -4.757
H 0.879 0.631 -3.453
C 1.655 -3.181 3.820
C 0.943 -3.454 2.548
O 1.453 -3.735 1.479
C -0.536 -3.301 2.573
H 2.685 -2.764 3.571
H 1.847 -4.064 4.436
H 1.138 -2.502 4.498
H -0.673 -2.268 2.835
H -0.930 -3.953 3.401
H -1.017 -3.556 1.660
C -3.253 3.130 1.084
C -2.459 3.703 -0.114
O -2.019 3.047 -1.020
C -2.243 5.209 -0.040
H -4.308 3.304 0.878
H -2.980 3.647 2.034
H -3.182 2.032 1.168
H -2.227 5.629 0.983
H -3.174 5.651 -0.470
H -1.395 5.559 -0.578
C -0.370 0.337 1.018
C -1.504 -0.309 0.318
O -2.706 -0.133 0.581
C -1.055 -0.977 -0.952
H 0.531 -0.263 0.702
H -0.478 0.116 2.081
H -0.325 1.422 0.683
H -1.874 -1.532 -1.414
H -0.241 -1.678 -0.713
H -0.605 -0.181 -1.512
*
```

## Properties
HOMO-LUMO gap	8.521	eV
M	739.2	g/mol
total energy	-106799.179	eV
E_HOMO	-8.278	eV
energy relative to the best compared isomer or geometry (same formula, charge and spin)	0.00	kcal per mole



# 3
This record from the OMol25 dataset describes C5H10O in the gas phase in a non-equilibrium geometry. The level of theory is wB97M-V/def2-TZVPD.

ORCA input file:
```
! wB97M-V def2-TZVPD RIJCOSX def2/J DEFGRID3
* xyz 0 1
C 2.673 -0.149 0.111
O 1.487 0.264 -0.497
C 0.436 -0.091 0.357
C -0.830 0.575 -0.139
C -2.151 0.116 0.397
C -1.843 -0.089 -1.055
H 2.593 0.126 1.194
H 2.782 -1.245 0.067
H 3.495 0.318 -0.440
H 0.323 -1.191 0.393
H 0.802 0.182 1.400
H -0.705 1.642 -0.321
H -2.878 0.866 0.687
H -2.126 -0.767 1.030
H -1.686 -1.101 -1.422
H -2.373 0.545 -1.765
*
```

## Properties
HOMO-LUMO gap	10.954	eV
M	86.1	g/mol
total energy	-7392.969	eV
SMILES	COCC1CC1
E_HOMO	-9.783	eV
energy relative to the best compared isomer or geometry (same formula, charge and spin)	41.43	kcal per mole



# 4
This record from the OMol25 dataset describes C25H44GeO8STeW as an isolated structure. The level of theory is wB97M-V/def2-TZVPD.

ORCA input file:
```
! wB97M-V def2-TZVPD RIJCOSX def2/J DEFGRID3
* xyz 1 2
W 1.006 -0.938 -0.165
C 1.936 2.288 -2.105
C 2.449 1.811 -0.752
C 2.545 2.965 0.236
C 3.787 1.104 -0.882
O 1.471 0.892 -0.208
Ge -0.316 1.554 1.854
O -0.087 -0.390 1.490
C -0.801 -1.422 2.243
C -2.007 -0.806 2.931
C -1.286 -2.432 1.211
C 0.160 -2.050 3.240
O -1.359 1.647 0.453
C -2.254 2.636 -0.097
C -3.554 2.574 0.691
C -2.482 2.246 -1.548
C -1.614 4.015 0.001
H 2.589 3.060 -2.512
H 0.932 2.700 -1.992
H 1.897 1.464 -2.820
H 3.291 3.687 -0.099
H 2.823 2.586 1.221
H 1.589 3.489 0.318
H 4.555 1.806 -1.208
H 3.738 0.301 -1.621
H 4.086 0.672 0.073
H -2.643 -0.282 2.216
H -1.691 -0.118 3.720
H -2.603 -1.583 3.411
H -2.034 -1.989 0.556
H -1.698 -3.320 1.688
H 0.377 -3.475 0.768
H 0.503 -1.313 3.964
H 1.048 -2.450 2.747
H -0.346 -2.855 3.776
H -3.970 1.566 0.653
H -4.289 3.262 0.272
H -3.384 2.849 1.735
H -2.920 1.250 -1.611
H -1.535 2.236 -2.089
H -3.151 2.959 -2.031
H -1.433 4.296 1.042
H -2.265 4.770 -0.441
H -0.664 4.029 -0.536
O -0.654 -3.605 -3.373
C -0.391 -2.576 -2.875
O -0.191 -2.821 0.340
C -1.356 -1.657 -2.057
O -2.540 -1.768 -2.178
O -0.711 -0.845 -1.269
C 5.108 -6.769 -4.515
C 4.279 -5.588 -4.096
C 3.521 -5.617 -2.937
C 2.762 -4.528 -2.520
C 1.964 -4.635 -1.252
C 2.780 -3.380 -3.315
Te 1.635 -1.659 -2.883
C 3.529 -3.312 -4.503
C 3.563 -2.099 -5.398
C 4.267 -4.429 -4.862
H 4.827 -7.666 -3.966
H 6.167 -6.579 -4.328
H 4.995 -6.969 -5.580
H 3.517 -6.516 -2.330
H 2.170 -5.580 -0.751
H 0.895 -4.604 -1.472
H 2.228 -3.831 -0.564
H 2.575 -1.854 -5.790
H 4.217 -2.289 -6.247
H 3.942 -1.216 -4.880
H 4.849 -4.395 -5.776
C 4.201 -0.078 2.889
S 2.651 0.669 3.431
C 3.336 2.008 4.427
O 2.331 -1.756 0.522
H 4.753 -0.465 3.744
H 4.812 0.661 2.370
H 3.960 -0.889 2.204
H 3.937 2.683 3.817
H 3.947 1.600 5.231
H 2.506 2.562 4.862
*
```

## Properties
HOMO-LUMO gap (alpha / beta)	8.014 / 7.773	eV
M	888.7	g/mol
total energy	-119486.796	eV
E_HOMO (alpha / beta)	-10.899 / -11.070	eV
energy relative to the best compared isomer or geometry (same formula, charge and spin)	3.12	kcal per mole



# 5
This record from the OMol25 dataset describes a 2-piece molecular cluster, C4H9S overall in a non-equilibrium geometry. The level of theory is wB97M-V/def2-TZVPD.

ORCA input file:
```
! wB97M-V def2-TZVPD RIJCOSX def2/J DEFGRID3
* xyz -2 2
S 2.372 1.876 -0.569
H 3.134 2.966 -0.784
C -1.028 -1.437 -1.442
C -0.233 -0.645 -0.442
C -0.671 -0.289 0.763
C 0.127 0.604 1.681
H -1.978 -1.781 -1.019
H -1.249 -0.816 -2.318
H -0.482 -2.314 -1.809
H 0.622 -0.060 -0.803
H -1.654 -0.631 1.077
H 1.184 0.352 1.625
H 0.079 1.634 1.324
H -0.224 0.542 2.715
*
```

## Properties
HOMO-LUMO gap (alpha / beta)	2.304 / 6.632	eV
M	89.2	g/mol
total energy	-15125.281	eV
E_HOMO (alpha / beta)	4.151 / -0.241	eV
energy relative to the best compared isomer or geometry (same formula, charge and spin)	0.00	kcal per mole



# 6
This record from the OMol25 dataset describes a 3-piece molecular cluster, C2H11NO2S2 overall in a non-equilibrium geometry. The level of theory is wB97M-V/def2-TZVPD.

ORCA input file:
```
! wB97M-V def2-TZVPD RIJCOSX def2/J DEFGRID3
* xyz 0 1
N 2.997 -0.565 0.240
C 1.572 -0.199 0.447
C 0.825 -0.956 1.625
S -0.767 -0.088 1.893
S -0.068 1.839 2.296
H 3.166 -1.604 0.215
H 3.316 -0.274 -0.713
H 0.939 -0.518 -0.505
H 1.726 0.983 0.693
H 1.379 -0.990 2.609
H 0.481 -1.968 1.391
H -1.423 2.343 1.892
H -5.617 -3.567 -1.953
H -4.294 -3.388 -2.841
O -4.804 -4.033 -2.372
H -0.493 4.555 -1.242
H 1.003 4.375 -1.895
O 0.063 4.056 -1.778
*
```

## Properties
HOMO-LUMO gap	8.536	eV
M	145.2	g/mol
total energy	-29506.170	eV
SMILES	NCCSS.O.O
E_HOMO	-8.134	eV
energy relative to the best compared isomer or geometry (same formula, charge and spin)	45.82	kcal per mole